[1]
85
Properties=species:S:1:pos:R:3 method="wB97M-V/def2-TZVPD" charge=+3 gap_ev=5.85
Zr 0.43 0.18 0.58
C 2.94 0.16 -2.91
C 1.74 0.53 -2.31
N 1.84 0.42 -0.98
N 3.09 -0.01 -0.71
C 3.77 -0.17 -1.86
B 3.63 -0.09 0.72
N 3.14 1.15 1.51
C 3.91 2.05 2.14
C 3.11 2.82 2.96
C 1.83 2.31 2.78
N 1.84 1.30 1.89
N 2.98 -1.28 1.43
C 3.60 -2.20 2.18
C 2.66 -3.03 2.74
C 1.44 -2.53 2.28
N 1.64 -1.47 1.49
H 3.16 0.15 -3.95
H 0.83 0.85 -2.78
H 4.78 -0.53 -1.87
H 4.80 -0.17 0.73
H 4.97 2.09 1.99
H 3.40 3.63 3.59
H 0.94 2.62 3.29
H 4.67 -2.20 2.30
H 2.82 -3.88 3.38
H 0.47 -2.93 2.51
C -4.56 0.79 -0.93
N -3.67 1.92 -0.92
C -4.04 3.24 -0.85
C -2.91 3.98 -0.93
N -1.84 3.11 -1.04
C -2.34 1.84 -1.02
S -1.50 0.38 -1.20
C -0.50 3.51 -1.24
C -0.26 4.63 -2.04
C 1.05 5.07 -2.17
C 2.05 4.39 -1.50
C 1.71 3.27 -0.76
N 0.46 2.80 -0.63
H -5.49 1.06 -0.43
H -4.07 -0.04 -0.41
H -4.77 0.48 -1.95
H -5.06 3.55 -0.75
H -2.78 5.04 -0.90
H -1.07 5.12 -2.55
H 1.28 5.92 -2.79
H 3.08 4.71 -1.54
H 2.49 2.72 -0.25
Br -4.46 3.88 4.09
C -3.08 2.94 3.22
C -2.07 3.60 2.52
C -1.11 2.84 1.88
N -1.09 1.50 1.86
C -2.05 0.86 2.56
C -3.05 1.54 3.24
C -2.05 -0.61 2.49
C -2.84 -1.39 3.33
C -2.96 -2.76 3.11
Br -3.99 -3.84 4.25
C -2.30 -3.29 2.00
C -1.47 -2.46 1.27
N -1.31 -1.15 1.50
H -2.04 4.67 2.49
H -0.30 3.34 1.36
H -3.81 1.01 3.78
H -3.36 -0.95 4.17
H -2.41 -4.33 1.74
H -0.92 -2.87 0.43
C 2.72 -3.78 -3.02
N 1.39 -4.33 -3.09
C 1.02 -5.45 -3.77
C -0.33 -5.57 -3.62
N -0.76 -4.52 -2.86
C -2.13 -4.28 -2.52
C 0.31 -3.77 -2.53
Se 0.36 -2.15 -1.56
H 3.42 -4.45 -3.48
H 2.99 -3.62 -1.97
H 2.74 -2.81 -3.52
H 1.71 -6.07 -4.30
H -1.00 -6.32 -4.00
H -2.76 -4.91 -3.15
H -2.38 -3.24 -2.70
H -2.32 -4.53 -1.47

=====

[2]
4
Properties=species:S:1:pos:R:3 method="wB97M-V/def2-TZVPD" charge=0 gap_ev=12.84
Cl -1.35 0.33 -0.96
H -0.10 0.16 -1.17
F 0.92 0.06 1.38
H 0.52 -0.55 0.75

=====

[3]
16
Properties=species:S:1:pos:R:3 method="wB97M-V/def2-TZVPD" charge=0 gap_ev=9.16
C -1.84 1.46 -0.35
P -1.44 -0.33 -0.05
C -3.05 -1.33 0.27
N -0.04 -0.83 -0.19
H -2.65 1.59 -0.99
H -2.22 2.04 0.52
H -1.07 1.94 -0.98
H -3.73 -0.99 -0.52
H -2.71 -2.33 0.27
H -3.32 -1.07 1.25
C 4.07 -0.26 0.61
C 3.92 -0.33 -0.68
H 3.76 -1.02 1.34
H 4.57 0.64 1.07
H 3.99 0.56 -1.23
H 3.69 -1.33 -1.04

=====

Copy entry 3 word for word.
16
Properties=species:S:1:pos:R:3 method="wB97M-V/def2-TZVPD" charge=0 gap_ev=9.16
C -1.84 1.46 -0.35
P -1.44 -0.33 -0.05
C -3.05 -1.33 0.27
N -0.04 -0.83 -0.19
H -2.65 1.59 -0.99
H -2.22 2.04 0.52
H -1.07 1.94 -0.98
H -3.73 -0.99 -0.52
H -2.71 -2.33 0.27
H -3.32 -1.07 1.25
C 4.07 -0.26 0.61
C 3.92 -0.33 -0.68
H 3.76 -1.02 1.34
H 4.57 0.64 1.07
H 3.99 0.56 -1.23
H 3.69 -1.33 -1.04